A cluster of 11 separate species, C37H70O17S2 in total at a distorted geometry. Source: OMol25; level of theory: the ωB97M-V functional and the def2-TZVPD basis.

The HOMO energy comes out at -0.3389 Eh. The frontier orbital gap is 9.370 eV.

```
! RIJCOSX wB97M-V def2-TZVPD def2/J DEFGRID3
* xyz 0 1
C -5.068 5.063 -6.444
C -5.229 4.870 -4.928
C -3.918 4.561 -4.257
O -3.973 5.281 -3.121
C -4.959 6.170 -3.147
O -5.121 7.009 -2.274
O -5.690 5.990 -4.221
H -6.043 4.899 -6.902
H -4.356 4.439 -6.984
H -4.850 6.104 -6.682
H -5.921 4.042 -4.777
H -3.090 4.791 -4.927
H -3.898 3.489 -4.060
C 4.993 4.120 5.319
C 3.770 4.883 5.811
C 4.040 6.202 6.523
O 3.245 7.140 5.872
C 2.787 6.665 4.748
O 2.059 7.332 4.021
O 3.127 5.320 4.680
H 4.723 3.284 4.674
H 5.524 3.736 6.190
H 5.657 4.845 4.849
H 3.132 4.234 6.410
H 5.096 6.473 6.517
H 3.836 6.040 7.581
O 5.067 3.138 -3.898
S 5.363 4.561 -3.644
O 6.666 5.075 -4.090
C 4.028 5.564 -4.494
C 3.913 6.781 -3.573
C 3.823 6.279 -2.124
C 4.819 5.123 -1.905
H 3.090 5.050 -4.286
H 4.160 5.704 -5.567
H 4.791 7.405 -3.741
H 3.132 7.460 -3.914
H 2.808 5.906 -1.983
H 3.949 7.063 -1.378
H 4.436 4.210 -1.448
H 5.778 5.394 -1.463
O -1.969 -6.786 -0.504
S -2.917 -7.884 -0.232
O -4.345 -7.727 -0.293
C -2.285 -9.467 -0.961
C -1.330 -10.119 0.063
C -1.427 -9.417 1.453
C -2.630 -8.516 1.480
H -1.832 -9.192 -1.913
H -3.165 -10.079 -1.160
H -1.623 -11.164 0.170
H -0.318 -9.986 -0.318
H -0.447 -8.948 1.551
H -1.433 -10.152 2.257
H -2.603 -7.616 2.094
H -3.573 -8.998 1.739
C 1.010 -1.805 2.135
C -0.135 -0.787 2.190
C -0.093 0.348 1.141
O -1.088 -0.917 2.967
H 0.690 -2.458 1.323
H 1.110 -2.307 3.097
H 2.001 -1.404 1.921
H 0.600 -0.020 0.384
H 0.231 1.337 1.464
H -1.048 0.438 0.622
C -7.469 -0.197 -1.566
C -8.303 0.956 -0.926
C -9.687 1.196 -1.489
O -7.849 1.706 -0.097
H -6.845 0.183 -2.375
H -8.039 -0.988 -2.054
H -6.858 -0.675 -0.800
H -10.002 2.214 -1.262
H -10.405 0.540 -0.998
H -9.813 0.998 -2.554
C 1.296 -4.932 9.853
C 0.562 -5.273 8.605
C -0.859 -4.710 8.460
O 1.118 -5.979 7.747
H 2.345 -5.229 9.874
H 0.715 -5.424 10.633
H 1.198 -3.853 9.970
H -1.560 -5.386 8.950
H -1.349 -4.731 7.486
H -0.898 -3.677 8.805
C -3.459 -2.917 -8.296
C -2.986 -1.966 -7.253
C -1.731 -2.286 -6.579
O -3.681 -0.926 -7.063
H -4.541 -2.900 -8.426
H -3.215 -3.946 -8.030
H -2.985 -2.766 -9.266
H -1.536 -1.545 -5.804
H -0.976 -2.394 -7.358
H -1.762 -3.277 -6.125
C 3.830 -5.431 -3.495
C 3.757 -6.809 -2.882
C 4.529 -6.970 -1.553
O 3.272 -7.768 -3.463
H 3.365 -4.748 -2.784
H 3.092 -5.506 -4.294
H 4.777 -5.150 -3.955
H 4.882 -7.999 -1.479
H 3.905 -6.867 -0.665
H 5.389 -6.301 -1.535
C 8.988 -1.090 -1.340
C 8.663 -0.033 -0.272
C 9.745 0.925 0.162
O 7.530 -0.042 0.264
H 8.376 -0.907 -2.223
H 8.780 -2.099 -0.982
H 10.039 -0.958 -1.597
H 9.426 1.608 0.949
H 10.148 1.439 -0.711
H 10.618 0.378 0.518
C -6.260 5.894 4.430
C -4.883 5.582 4.896
C -3.983 4.882 3.975
O -4.439 5.966 5.986
H -6.246 6.748 3.753
H -6.892 6.234 5.251
H -6.756 5.039 3.971
H -4.431 4.514 3.052
H -3.601 4.085 4.614
H -3.122 5.496 3.711
*
```

A structure of composition C36H51N5O4TeY at a distorted geometry. Source: OMol25; level of theory: the ωB97M-V functional and the def2-TZVPD basis.

The HOMO energy (alpha / beta) comes out at -0.4679 / -0.4679 Eh. The frontier orbital gap (alpha / beta) is 7.120 / 7.119 eV. Its energy above the lowest of the compared OMol25 structures with the same formula, charge and spin is 0.0 kcal per mole.

```
! RIJCOSX wB97M-V def2-TZVPD def2/J DEFGRID3
* xyz 2 2
Y -9.289 -18.690 -4.924
N -8.982 -17.264 -2.973
C -7.632 -16.696 -2.998
C -7.118 -16.111 -1.644
C -5.968 -15.139 -1.847
C -5.974 -14.143 -3.031
N -5.543 -14.924 -4.264
C -5.343 -14.567 -5.504
N -5.401 -13.322 -5.955
N -5.121 -15.566 -6.332
C -6.654 -17.730 -3.595
O -5.470 -17.635 -3.504
O -7.219 -18.714 -4.236
H -9.642 -16.476 -2.841
H -9.054 -17.809 -2.116
H -7.685 -15.915 -3.803
H -6.771 -16.862 -0.932
H -7.980 -15.526 -1.305
H -5.107 -15.775 -1.932
H -5.897 -14.490 -1.017
H -5.278 -13.266 -2.851
H -6.940 -13.745 -3.258
H -5.266 -15.874 -4.030
H -5.585 -12.534 -5.334
H -5.305 -12.952 -6.871
H -4.940 -16.483 -5.981
H -4.929 -15.367 -7.317
C -16.593 -21.143 -1.017
C -15.199 -21.051 -1.578
C -14.758 -19.803 -2.014
C -13.554 -19.670 -2.621
C -13.105 -18.329 -3.216
C -12.735 -20.861 -2.733
C -11.485 -20.857 -3.377
O -10.962 -19.809 -3.939
C -13.133 -22.093 -2.165
C -12.309 -23.346 -2.199
C -14.406 -22.168 -1.670
H -17.219 -20.264 -1.211
H -16.594 -21.017 0.103
H -17.031 -22.064 -1.327
H -15.398 -18.895 -1.921
H -13.741 -17.480 -2.942
H -13.033 -18.483 -4.284
H -12.075 -18.149 -2.866
H -10.915 -21.745 -3.373
H -12.856 -24.166 -1.685
H -11.377 -23.223 -1.738
H -12.108 -23.669 -3.215
H -14.817 -23.088 -1.224
C -11.075 -15.185 -7.062
C -10.344 -15.950 -5.940
O -10.276 -17.253 -5.862
N -9.966 -15.380 -4.873
Te -8.353 -19.034 -7.910
C -8.119 -21.107 -8.094
C -8.267 -22.031 -7.047
C -8.624 -21.613 -5.598
C -8.096 -23.373 -7.328
C -7.674 -23.747 -8.609
C -7.443 -25.166 -8.972
C -7.403 -22.794 -9.564
C -7.622 -21.432 -9.347
C -7.222 -20.520 -10.442
C -6.321 -18.463 -8.181
C -5.207 -19.044 -7.505
C -5.328 -20.280 -6.627
C -3.910 -18.603 -7.874
C -3.739 -17.670 -8.872
C -2.398 -17.327 -9.476
C -4.842 -17.036 -9.425
C -6.147 -17.442 -9.173
C -7.276 -16.758 -9.893
H -10.574 -15.484 -8.001
H -10.841 -14.139 -6.932
H -12.119 -15.398 -7.114
H -9.616 -21.151 -5.462
H -7.821 -21.041 -5.125
H -8.729 -22.558 -5.051
H -8.245 -24.143 -6.609
H -6.694 -25.601 -8.301
H -7.165 -25.282 -9.998
H -8.332 -25.875 -8.758
H -7.011 -23.174 -10.473
H -7.615 -20.925 -11.385
H -6.098 -20.438 -10.586
H -7.678 -19.516 -10.357
H -6.147 -20.125 -5.952
H -4.459 -20.411 -6.016
H -5.520 -21.166 -7.208
H -3.071 -19.080 -7.415
H -1.737 -16.787 -8.805
H -2.520 -16.760 -10.385
H -1.903 -18.300 -9.714
H -4.686 -16.201 -10.117
H -6.929 -15.904 -10.480
H -8.005 -16.386 -9.138
H -7.788 -17.475 -10.474
*
```

An isolated molecule of C8H6N2 at a distorted geometry. Source: OMol25; level of theory: the ωB97M-V functional and the def2-TZVPD basis.

The HOMO energy (alpha / beta) comes out at -0.2712 / -0.2712 Eh. The frontier orbital gap (alpha / beta) is 7.446 / 7.447 eV. Its energy above the lowest of the compared OMol25 structures with the same formula, charge and spin is 144.7 kcal per mole.

```
! RIJCOSX wB97M-V def2-TZVPD def2/J DEFGRID3
* xyz 0 1
C -3.722 -0.763 -0.064
C -2.775 -0.007 -0.020
C -1.563 0.561 0.095
N -1.126 1.723 0.302
C 0.186 1.803 0.491
N 0.819 0.690 0.143
C 2.194 0.696 0.037
C 0.044 -0.361 -0.148
C 0.465 -1.649 -0.352
C 0.581 -2.854 -0.416
H -4.647 -1.261 -0.076
H 0.789 2.806 0.579
H 2.637 0.814 -0.951
H 2.458 1.700 0.506
H 2.703 -0.138 0.525
H 0.956 -3.758 -0.653
*
```

A structure of composition C5H13N3O at a distorted geometry. Source: OMol25; level of theory: the ωB97M-V functional and the def2-TZVPD basis.

The HOMO energy comes out at -0.2778 Eh. The frontier orbital gap is 8.377 eV. Its energy above the lowest of the compared OMol25 structures with the same formula, charge and spin is 89.5 kcal per mole.

```
! RIJCOSX wB97M-V def2-TZVPD def2/J DEFGRID3
* xyz 0 1
C -0.007 0.425 1.356
C 0.279 -1.927 1.734
C -0.922 2.047 -0.702
C -1.246 -0.601 -0.886
N -0.568 -0.781 1.566
N -0.191 0.798 -0.450
C 1.003 0.706 -1.226
N 1.804 -0.356 -0.935
O 1.261 1.485 -2.121
H 2.645 -0.445 -1.468
H 1.576 -1.022 -0.215
H 1.068 0.551 1.560
H -0.573 1.264 1.760
H 0.117 -2.655 0.921
H 1.361 -1.698 1.775
H 0.030 -2.459 2.658
H -0.268 2.906 -0.559
H -1.776 2.089 -0.025
H -1.274 2.086 -1.738
H -2.088 -0.665 -0.209
H -0.708 -1.536 -0.935
H -1.523 -0.212 -1.864
*
```

> Which formula does entry 3 have?

C8H6N2

> Number 2 is which compound?

C36H51N5O4TeY